DFT (wB97M-V/def2-TZVPD) results for CH4N2O2 in the gas phase at a distorted geometry.

Computed properties:
Gap between HOMO and LUMO in eV: 9.289
SMILES string: O/N=C\NO
ΔE to the lowest compared entry with this formula, charge and spin in eV: 5.214
LUMO level in eV: 0.28

Geometry (Å):
1 O -1.054 -1.271 0.219
2 N -1.712 -0.194 -0.171
3 C -0.811 0.678 -0.024
4 N 0.543 0.572 0.290
5 O 1.215 -0.799 -0.235
6 H -0.172 -1.065 -0.197
7 H -1.011 1.789 -0.134
8 H 1.166 1.284 -0.171
9 H 1.837 -0.993 0.423

---

DFT (wB97M-V/def2-TZVPD) results for 2 unconnected molecules or ions with the total composition C3H8N3O at a distorted geometry.

Computed properties:
Net charge: +1
Gap between HOMO and LUMO (spin up / spin down) in eV: 7.342 / 8.604
ΔE to the lowest compared entry with this formula, charge and spin in eV: 5.581
LUMO level (spin up / spin down) in eV: -6.43 / -5.57

Geometry (Å):
1 C 0.270 -1.351 -1.878
2 C 0.316 1.479 0.749
3 C 0.354 -2.013 -0.628
4 N -0.720 0.771 1.067
5 N 0.608 2.663 1.305
6 N -1.158 -0.332 0.500
7 O -0.633 -0.615 -2.291
8 H 1.037 -1.642 -2.527
9 H 0.992 0.769 0.080
10 H -0.510 -2.274 -0.130
11 H 1.279 -2.236 -0.309
12 H 1.596 3.070 1.345
13 H -0.194 3.002 1.890
14 H -1.630 -0.391 -0.371
15 H -1.608 -0.899 1.199

---

DFT (wB97M-V/def2-TZVPD) results for 2 unconnected molecules or ions with the total composition C3H7O2S.

Computed properties:
Net charge: -1
Gap between HOMO and LUMO in eV: 7.713
ΔE to the lowest compared entry with this formula, charge and spin in eV: 0.515
LUMO level in eV: 3.48

Geometry (Å):
1 C -1.655 -0.510 0.905
2 S -1.862 -0.990 -0.825
3 C -0.258 -0.563 -1.528
4 H -2.073 0.464 1.097
5 H -0.581 -0.473 1.097
6 H -2.048 -1.271 1.571
7 H -0.217 0.460 -1.893
8 H 0.551 -0.692 -0.803
9 H -0.088 -1.238 -2.356
10 O 0.848 1.098 1.030
11 C 2.047 1.191 0.685
12 O 2.699 0.474 -0.107
13 H 2.636 2.050 1.127

---

DFT (wB97M-V/def2-TZVPD) results for 11 unconnected molecules or ions with the total composition C54H66O3S3 at a distorted geometry.

Computed properties:
Gap between HOMO and LUMO in eV: 9.105
LUMO level in eV: 0.31

Geometry (Å):
1 C 0.062 -4.694 -4.060
2 C 1.309 -4.601 -3.481
3 C 1.399 -4.321 -2.119
4 C 0.204 -4.175 -1.391
5 C -1.036 -4.279 -1.986
6 C -1.116 -4.532 -3.361
7 H 0.053 -4.950 -5.116
8 H 2.185 -4.640 -4.036
9 H 2.321 -4.068 -1.519
10 H 0.272 -3.898 -0.322
11 H -1.927 -4.202 -1.370
12 H -2.067 -4.833 -3.788
13 C -5.343 -1.214 0.842
14 C -4.026 -1.217 1.267
15 C -3.731 -0.582 2.468
16 C -4.624 0.283 3.020
17 C -5.897 0.452 2.479
18 C -6.254 -0.333 1.395
19 H -5.646 -1.903 0.068
20 H -3.240 -1.829 0.834
21 H -2.761 -0.808 2.904
22 H -4.449 0.827 3.933
23 H -6.557 1.148 2.848
24 H -7.208 -0.438 0.961
25 C -3.738 4.069 -0.391
26 C -4.119 4.620 -1.621
27 C -4.661 3.814 -2.584
28 C -4.969 2.520 -2.328
29 C -4.591 1.923 -1.150
30 C -4.062 2.744 -0.167
31 H -3.345 4.701 0.363
32 H -3.937 5.662 -1.844
33 H -4.980 4.183 -3.544
34 H -5.472 1.876 -3.028
35 H -4.837 0.888 -0.872
36 H -3.963 2.407 0.836
37 C -1.221 2.976 5.678
38 C -2.176 2.964 6.656
39 C -2.674 1.824 7.242
40 C -2.084 0.545 6.940
41 C -1.077 0.565 5.963
42 C -0.621 1.780 5.376
43 H -0.922 3.945 5.258
44 H -2.628 3.940 6.978
45 H -3.446 1.860 7.938
46 H -2.561 -0.333 7.395
47 H -0.695 -0.390 5.641
48 H 0.132 1.649 4.598
49 C 4.736 0.536 -4.575
50 C 3.971 1.354 -3.794
51 C 3.695 1.040 -2.492
52 C 4.203 -0.132 -1.974
53 C 4.912 -1.017 -2.711
54 C 5.068 -0.706 -4.060
55 H 4.893 0.768 -5.635
56 H 3.709 2.240 -4.260
57 H 2.957 1.719 -2.028
58 H 3.922 -0.478 -0.956
59 H 5.081 -1.982 -2.272
60 H 5.353 -1.412 -4.796
61 C 4.757 3.090 1.288
62 C 4.222 4.116 0.446
63 C 4.689 4.285 -0.820
64 C 5.739 3.495 -1.280
65 C 6.319 2.529 -0.454
66 C 5.785 2.295 0.789
67 H 4.383 2.960 2.264
68 H 3.571 4.840 0.834
69 H 4.172 5.058 -1.392
70 H 6.098 3.752 -2.341
71 H 7.172 1.988 -0.815
72 H 6.218 1.617 1.505
73 C 4.857 -4.415 1.537
74 C 5.022 -3.068 1.639
75 C 3.936 -2.181 1.608
76 C 2.701 -2.732 1.504
77 C 2.483 -4.080 1.465
78 C 3.561 -4.898 1.411
79 H 5.722 -5.107 1.413
80 H 5.995 -2.632 1.694
81 H 4.137 -1.109 1.581
82 H 1.832 -2.071 1.520
83 H 1.500 -4.417 1.499
84 H 3.321 -5.914 1.334
85 C 0.031 -1.214 -2.930
86 C 0.966 -0.686 -3.784
87 C 0.615 -0.171 -5.047
88 C -0.741 -0.156 -5.367
89 C -1.707 -0.694 -4.500
90 C -1.349 -1.171 -3.250
91 H 0.293 -1.508 -1.920
92 H 2.019 -0.519 -3.536
93 H 1.386 0.246 -5.682
94 H -1.081 0.199 -6.350
95 H -2.758 -0.681 -4.773
96 H -2.224 -1.523 -2.594
97 C -0.207 4.705 -3.232
98 S 0.103 3.175 -2.379
99 O -0.105 3.596 -0.982
100 C -1.359 2.226 -2.751
101 H -0.975 5.204 -2.665
102 H -0.431 4.565 -4.262
103 H 0.656 5.292 -3.057
104 H -2.322 2.659 -2.380
105 H -1.387 1.270 -2.272
106 H -1.535 1.990 -3.806
107 C -0.957 -3.672 3.527
108 S -2.335 -4.840 3.710
109 O -1.955 -5.745 4.839
110 C -3.355 -3.631 4.488
111 H -0.014 -4.235 3.414
112 H -0.877 -2.916 4.341
113 H -1.077 -3.079 2.614
114 H -2.978 -3.346 5.463
115 H -4.336 -4.003 4.660
116 H -3.600 -2.787 3.830
117 C -0.422 1.826 1.614
118 S -0.450 0.516 0.402
119 O -0.465 -0.849 1.183
120 C 1.306 0.651 -0.068
121 H 0.145 1.415 2.473
122 H -1.455 1.998 1.899
123 H 0.028 2.686 1.126
124 H 1.540 1.711 -0.169
125 H 1.518 0.139 -0.991
126 H 1.890 0.102 0.680

---

DFT (wB97M-V/def2-TZVPD) results for C3H2N2OS2 in the gas phase at a distorted geometry.

Computed properties:
Gap between HOMO and LUMO in eV: 7.008
SMILES string: O/N=C1\SN=CC1=S
ΔE to the lowest compared entry with this formula, charge and spin in eV: 4.531
LUMO level in eV: -2.38

Geometry (Å):
1 O -2.114 1.933 -0.040
2 N -0.820 1.728 0.297
3 C -0.348 0.505 -0.093
4 S -1.451 -0.981 -0.815
5 N -0.204 -2.096 0.051
6 C 0.946 -1.471 0.135
7 C 1.024 -0.155 0.203
8 S 2.395 0.658 0.605
9 H -2.521 1.109 -0.649
10 H 1.771 -2.109 0.421

---

DFT (wB97M-V/def2-TZVPD) results for a molecular structure, C14H32CaO10 at a distorted geometry.

Computed properties:
Net charge: -1
Spin multiplicity: 2
Gap between HOMO and LUMO (spin up / spin down) in eV: 3.846 / 3.844
LUMO level (spin up / spin down) in eV: 2.11 / 2.11

Geometry (Å):
1 Ca 0.927 -0.413 1.062
2 C 1.814 -2.897 1.916
3 O 0.720 -2.397 2.219
4 O 2.702 -2.950 2.784
5 O 2.248 -2.272 0.925
6 C 2.881 0.431 3.058
7 O 3.051 0.499 1.865
8 O 3.642 -0.241 3.763
9 O 1.679 0.243 3.295
10 C -3.850 -0.519 2.011
11 C -2.462 0.154 2.332
12 C -2.174 0.267 3.875
13 O -1.453 -0.564 1.713
14 H -4.659 0.078 2.432
15 H -3.756 -1.498 2.479
16 H -4.089 -0.604 0.950
17 H -2.508 1.154 1.900
18 H -1.243 0.742 4.186
19 H -2.153 -0.734 4.306
20 H -2.897 0.855 4.440
21 H -1.539 -1.456 2.059
22 C -2.362 -1.936 -1.275
23 C -0.892 -2.298 -1.064
24 C -0.284 -3.274 -2.134
25 O -0.226 -1.102 -0.913
26 H -2.960 -2.798 -0.976
27 H -2.533 -1.761 -2.337
28 H -2.604 -1.035 -0.711
29 H -0.850 -2.831 -0.115
30 H -0.652 -4.286 -1.965
31 H 0.797 -3.255 -1.993
32 H -0.525 -2.971 -3.152
33 H -0.206 -0.667 -1.768
34 C 3.203 1.687 -2.715
35 C 2.341 0.419 -2.533
36 C 2.691 -0.768 -3.327
37 O 2.225 0.076 -1.178
38 H 3.440 1.834 -3.768
39 H 4.180 1.652 -2.234
40 H 2.722 2.580 -2.316
41 H 1.343 0.706 -2.864
42 H 3.557 -1.310 -2.949
43 H 3.027 -0.451 -4.314
44 H 1.838 -1.444 -3.388
45 H 3.102 -0.071 -0.816
46 C -1.194 3.729 0.640
47 C -0.882 2.430 -0.068
48 C -0.334 2.748 -1.431
49 O 0.178 1.753 0.651
50 H -1.936 4.283 0.066
51 H -0.288 4.315 0.796
52 H -1.618 3.594 1.635
53 H -1.764 1.835 -0.301
54 H -0.237 1.829 -2.009
55 H 0.712 3.044 -1.360
56 H -0.814 3.510 -2.044
57 H 0.924 2.356 0.662